Entry 1:
Entry from the Open Molecules 2025 dataset: the ion C3H8N3O with charge +1 (ωB97M-V/def2-TZVPD).

ORCA input file:
```
! wB97M-V def2-TZVPD RIJCOSX def2/J DEFGRID3
* xyz 1 1
C 2.2138 -0.7558 0.1307
N 1.0071 -0.0816 0.0362
C 0.9073 1.1304 0.0638
N -0.4451 1.7410 0.2334
O -1.3766 0.7038 0.4439
C -1.6984 -0.1598 -0.4331
N -2.4780 -1.1901 -0.2599
H 2.4132 -1.0329 -0.9410
H 2.9407 0.0271 0.5679
H 2.0656 -1.6635 0.7282
H 1.7210 1.9599 0.2183
H -0.5439 2.4144 0.9558
H -1.1026 -0.0422 -1.3987
H -2.5152 -1.9673 -0.9079
H -3.1091 -1.0835 0.5622
*
```

ΔE to the lowest compared entry with this formula, charge and spin = 91.3 kcal/mol
SMILES string = C/N=C/NOC=[NH2+]
frontier orbital gap = 10.1 eV
LUMO = -3.8800 eV
HOMO energy = -13.9594 eV

Entry 2:
Entry from the Open Molecules 2025 dataset: the ion C2 with charge -1 (ωB97M-V/def2-TZVPD).

ORCA input file:
```
! wB97M-V def2-TZVPD RIJCOSX def2/J DEFGRID3
* xyz -1 2
C 0.0000 0.0000 0.6802
C 0.0000 0.0000 -0.6802
*
```

ΔE to the lowest compared entry with this formula, charge and spin = 8.2 kcal/mol
frontier orbital gap (spin up / spin down) = 9.5 / 6.5 eV
<S²> = 0.7536
LUMO (spin up / spin down) = 6.4612 / 3.8736 eV
HOMO energy (spin up / spin down) = -3.0695 / -2.6661 eV

Entry 3:
Entry from the Open Molecules 2025 dataset: a structure of composition C8H27NO2P2Ru (ωB97M-V/def2-TZVPD).

ORCA input file:
```
! wB97M-V def2-TZVPD RIJCOSX def2/J DEFGRID3
* xyz 2 5
Ru -0.4421 -0.0455 -0.1873
H -2.7140 -0.3563 -1.1010
H -2.6044 0.3850 -1.1892
P 0.2606 -2.0860 -0.7792
P 0.2739 2.0344 -0.7190
C 0.5267 3.0537 0.7757
H 0.6913 4.0938 0.4833
H -0.3454 3.0043 1.4350
H 1.4031 2.7209 1.3432
C 1.6836 2.4335 -1.8188
H 1.4965 1.9768 -2.8011
H 1.7501 3.5243 -1.9217
H 2.6243 2.0397 -1.4072
C -1.1735 2.6849 -1.5996
H -2.0939 2.4505 -1.0547
H -1.0716 3.7635 -1.7316
H -1.2251 2.2001 -2.5803
C 1.8000 -2.4716 -1.7172
H 1.8690 -3.5575 -1.8834
H 1.7553 -1.9544 -2.6892
H 2.6924 -2.1323 -1.1657
C 0.3131 -3.2248 0.6423
H -0.5099 -3.0132 1.3351
H 0.2252 -4.2675 0.3208
H 1.2708 -3.1110 1.1676
C -1.0784 -2.6613 -1.8731
H -0.9849 -2.1306 -2.8312
H -0.9994 -3.7401 -2.0396
H -2.0526 -2.4186 -1.4275
H 0.2745 -0.0315 -1.6342
H 1.0365 0.0057 -0.8212
N 0.5552 -0.3016 2.7122
C -0.4722 0.5059 3.4386
C -1.8319 0.2287 2.7678
O -2.8091 0.3162 3.5123
O -1.8356 -0.1082 1.5171
H 0.4343 -1.2970 2.9561
H 1.4932 -0.0342 3.0162
H 0.4729 -0.2022 1.6291
H -0.4802 0.1525 4.4766
H -0.1781 1.5713 3.4441
*
```

ΔE to the lowest compared entry with this formula, charge and spin = 0.0 kcal/mol
frontier orbital gap (spin up / spin down) = 6.5 / 5.8 eV
<S²> = 6.0113
LUMO (spin up / spin down) = -6.7183 / -10.0709 eV
HOMO energy (spin up / spin down) = -13.1916 / -15.8604 eV

Entry 4:
Entry from the Open Molecules 2025 dataset: a structure of composition C2H20HfO9 (ωB97M-V/def2-TZVPD).

ORCA input file:
```
! wB97M-V def2-TZVPD RIJCOSX def2/J DEFGRID3
* xyz 2 1
Hf -0.0695 0.0528 0.2220
C -1.8885 -1.4412 -2.0260
O -1.1675 -1.0522 -0.9110
H -1.6785 -1.0082 -2.9610
H -2.9105 -1.3152 -1.7880
H -1.7065 -2.5002 -2.2040
C 3.1465 0.5088 0.9760
O 1.8285 0.1118 0.6130
H 3.7245 0.1228 0.2090
H 3.4215 0.0668 1.9200
H 3.3075 1.5948 1.0470
O -2.7275 -0.7462 1.3120
H -3.3835 -0.4402 0.6810
H -2.9955 -0.3612 2.1270
O -0.5005 0.6748 2.1290
H -1.0425 1.3858 2.4710
H 0.1855 0.5528 2.8010
O 0.6925 2.4108 0.3330
H 1.2285 2.8028 1.0710
H 1.2665 2.7668 -0.4080
O 1.3015 -1.7152 -1.2830
H 2.2255 -1.7012 -1.3370
H 0.9365 -2.1592 -2.0840
O 0.5265 0.7978 -1.7510
H 0.3065 1.6428 -2.2390
H 0.7615 0.2088 -2.4780
O 0.1925 -1.8542 1.1780
H 1.0415 -2.2712 1.3160
H -0.2765 -2.1552 1.9550
O -1.7205 1.3728 -0.0810
H -2.3045 1.3058 -0.8040
H -1.7205 2.3408 -0.0070
*
```

ΔE to the lowest compared entry with this formula, charge and spin = 10.9 kcal/mol
frontier orbital gap = 9.6 eV
LUMO = -6.7085 eV
HOMO energy = -16.2828 eV

Which value of ΔE to the lowest compared entry with this formula, charge and spin does entry 4 give? 10.9 kcal/mol